This record from the OMol25 dataset describes C3H6N2O in the gas phase. The level of theory is ωB97M-V with the def2-TZVPD basis set.

Properties
energy relative to the best compared isomer or geometry (same formula, charge and spin): 4.869 eV
net charge: 0
strongest force on any atom: 0.00863 hartree/bohr
E_tot: -8231.830 eV
SMILES string: N[C@@]1([O-])[C@H]2C[N@H+]21
multiplicity: 1
Kohn-Sham gap: 10.026 eV
HOMO energy: -9.13 eV

Bonds (Å) are listed after each position.
Cartesian coordinates (Å):
1 N 1.76745 0.24031 -0.39535  C2 1.385, H7 1.012, H8 1.013
2 C 0.67696 0.37149 0.44836  N1 1.385, O3 1.306, C4 1.475, N6 1.643
3 O 0.83295 0.40221 1.74514  C2 1.306
4 C -0.66661 0.77227 -0.00899  C2 1.475, C5 1.478, N6 1.523, H9 1.087
5 C -1.24503 -0.34461 -0.78556  C4 1.478, N6 1.446, H10 1.091, H11 1.087
6 N -0.59064 -0.67428 0.46067  C2 1.643, C4 1.523, C5 1.446, H12 1.228
7 H 2.45788 -0.38627 -0.00067  N1 1.012
8 H 1.52894 -0.00263 -1.34940  N1 1.013
9 H -1.29630 1.44146 0.57225  C4 1.087
10 H -0.75218 -0.72298 -1.68264  C5 1.091
11 H -2.33070 -0.39781 -0.80568  C5 1.087
12 H -0.30083 -0.42650 1.62800  N6 1.228